(1)
DFT (wB97M-V/def2-TZVPD) results for a molecular structure, C11H26CoN4O6S in a non-equilibrium geometry.

The calculation puts the frontier orbital gap (spin up / spin down) at 6.277 / 6.267 eV. For the HOMO energy (spin up / spin down), the calculation gives -6.883 / -8.036 eV. The value obtained for the LUMO energy (spin up / spin down) is -0.0223 / -0.0650 Ha. The expectation value of S² is 3.849. Its net charge is 0. The calculation puts the energy above the lowest of the compared OMol25 structures with the same formula, charge and spin at 0.0 kcal/mol. Its spin multiplicity is 4.

CARTESIAN COORDINATES (ANGSTROEM)
O  2.74  -1.96  -2.00
H  3.32  -2.64  -2.37
Co  0.10  -0.53  -0.41
N  0.68  0.71  -1.59
N  1.71  0.38  0.59
N  -1.65  -0.63  -0.68
N  -0.56  -1.12  1.35
O  -0.13  0.99  -2.56
O  -2.14  -0.25  -1.86
O  0.05  -0.99  2.53
O  1.86  0.61  1.86
C  2.50  1.08  -0.24
C  1.96  1.19  -1.54
C  -2.48  -1.30  0.15
C  -1.89  -1.44  1.42
C  2.65  1.64  -2.78
H  3.01  0.79  -3.40
H  3.56  2.21  -2.54
H  2.07  2.29  -3.46
C  3.71  1.71  0.29
H  4.26  0.93  0.82
H  3.43  2.48  1.00
H  4.35  2.15  -0.48
C  -3.77  -1.86  -0.32
C  -2.61  -1.83  2.64
H  -3.80  -2.24  -1.36
H  -4.63  -1.16  -0.23
H  -4.02  -2.72  0.33
H  -2.00  -1.49  3.46
H  -2.73  -2.91  2.75
H  -3.60  -1.37  2.72
H  -1.38  0.39  -2.22
H  0.92  -0.32  2.28
C  2.09  -2.67  0.23
H  2.88  -2.30  -0.40
H  1.44  -3.46  -0.13
H  2.03  -2.57  1.30
O  0.42  -1.98  -1.44
H  1.78  -2.32  -1.96
H  -0.33  -2.04  -2.00
C  -2.32  2.95  -0.07
S  -0.70  2.53  0.59
C  -1.16  2.49  2.33
H  -2.50  2.38  -0.99
H  -2.30  4.02  -0.31
H  -3.10  2.74  0.66
H  -1.57  3.47  2.58
H  -1.89  1.69  2.52
H  -0.25  2.30  2.90

=====

(2)
DFT (wB97M-V/def2-TZVPD) results for a molecular structure, C12H32MgN2O4 in a non-equilibrium geometry.

The calculation puts the frontier orbital gap at 7.664 eV. For the HOMO energy, the calculation gives -7.757 eV. The value obtained for the LUMO energy is -0.0034 Ha. Its net charge is 0. The calculation puts the energy above the lowest of the compared OMol25 structures with the same formula, charge and spin at 33.9 kcal/mol.

CARTESIAN COORDINATES (ANGSTROEM)
Mg  0.19  0.05  0.30
C  -3.56  0.96  1.30
C  -2.16  1.57  1.58
O  -1.14  1.40  0.65
H  -4.32  1.24  2.02
H  -3.42  -0.11  1.47
H  -3.98  1.14  0.31
H  -1.97  1.21  2.59
H  -2.29  2.65  1.69
C  0.04  -0.62  4.12
C  0.17  -1.60  2.95
O  0.75  -1.20  1.75
H  0.78  0.17  4.03
H  0.10  -1.03  5.13
H  -0.99  -0.25  4.09
H  -0.83  -2.02  2.83
H  0.79  -2.42  3.32
C  2.42  2.10  1.00
C  2.00  2.20  -0.43
C  3.13  2.76  -1.34
O  3.77  3.95  -0.91
C  4.72  4.39  -1.80
N  1.60  0.84  -0.83
H  3.05  1.21  1.07
H  1.63  2.01  1.74
H  2.94  2.95  1.43
H  1.25  2.99  -0.52
H  2.87  2.90  -2.39
H  3.89  1.99  -1.45
H  4.29  4.70  -2.75
H  5.46  3.61  -1.98
H  5.27  5.28  -1.48
H  2.47  0.35  -0.99
H  1.34  0.99  -1.79
C  -2.70  -0.91  -1.72
C  -1.73  -1.74  -0.81
C  -1.90  -3.28  -0.91
O  -1.77  -3.72  -2.26
C  -1.66  -5.08  -2.49
N  -0.42  -1.23  -1.16
H  -2.53  0.15  -1.53
H  -3.74  -1.16  -1.50
H  -2.66  -1.03  -2.80
H  -2.01  -1.49  0.21
H  -2.81  -3.67  -0.47
H  -1.08  -3.64  -0.28
H  -0.99  -5.64  -1.84
H  -1.38  -5.27  -3.53
H  -2.63  -5.52  -2.28
H  0.16  -2.06  -1.18
H  -0.42  -1.08  -2.16

=====

(3)
DFT (wB97M-V/def2-TZVPD) results for a molecular structure, C33H46IrOP2Si in a non-equilibrium geometry.

The calculation puts the frontier orbital gap (spin up / spin down) at 4.364 / 4.504 eV. For the HOMO energy (spin up / spin down), the calculation gives -11.407 / -13.334 eV. The value obtained for the LUMO energy (spin up / spin down) is -0.2588 / -0.3245 Ha. The expectation value of S² is 8.790. Its net charge is +2. The calculation puts the energy above the lowest of the compared OMol25 structures with the same formula, charge and spin at 93.0 kcal/mol. Its spin multiplicity is 6.

CARTESIAN COORDINATES (ANGSTROEM)
P  0.33  -2.50  -2.58
P  1.67  0.09  -3.35
C  -0.21  -1.76  -4.19
C  0.98  -1.06  -4.82
H  -1.10  -1.15  -3.98
H  -0.51  -2.62  -4.79
H  1.78  -1.73  -5.17
H  0.63  -0.47  -5.69
C  0.62  1.48  -4.36
H  0.16  2.30  -3.80
H  -0.14  1.02  -5.01
H  1.37  1.92  -5.03
C  3.24  0.89  -4.16
H  3.11  1.24  -5.21
H  4.05  0.13  -4.16
H  3.51  1.76  -3.56
C  -1.14  -3.43  -2.28
H  -1.10  -4.05  -1.38
H  -1.25  -4.10  -3.14
H  -2.02  -2.77  -2.22
C  1.59  -3.65  -3.42
H  2.45  -3.12  -3.83
H  1.04  -4.07  -4.26
H  1.95  -4.41  -2.73
Ir  1.95  -1.38  -1.66
C  -2.51  3.26  -1.07
C  -2.87  3.05  -2.41
C  -3.59  1.82  -2.87
C  -3.74  0.55  -1.99
C  -2.53  -0.07  -1.34
C  -1.25  0.40  -1.44
C  -0.65  1.70  -1.37
C  -1.39  2.56  -0.32
C  1.40  -3.17  -0.24
H  -2.67  4.31  -0.76
H  -2.82  3.88  -3.23
H  -3.24  1.47  -3.83
H  -4.69  2.14  -2.96
H  -4.61  0.67  -1.30
H  -3.94  -0.31  -2.66
H  -2.61  -1.13  -1.06
H  3.09  -1.32  -2.77
H  -0.89  2.05  -2.37
H  0.44  1.84  -1.30
H  -1.70  1.93  0.51
H  -0.74  3.32  0.18
H  2.47  -3.39  -0.10
H  0.91  -4.15  -0.66
H  1.01  -2.97  0.80
O  1.69  -0.81  0.83
Si  1.19  -0.36  2.29
C  -0.60  0.33  2.25
C  -1.61  -0.41  1.59
C  -2.93  0.06  1.55
C  -3.29  1.30  2.12
C  -2.28  2.03  2.76
C  -0.94  1.61  2.70
C  0.84  -1.30  4.07
C  -0.37  -1.36  4.80
C  -0.55  -2.26  5.89
C  0.50  -3.09  6.31
C  1.79  -2.81  5.80
C  1.95  -1.91  4.70
C  1.94  1.19  3.19
C  1.64  1.58  4.51
C  2.21  2.72  5.11
C  3.07  3.53  4.37
C  3.21  3.28  3.00
C  2.62  2.13  2.41
H  -1.40  -1.38  1.11
H  -3.72  -0.49  1.00
H  -4.32  1.68  2.12
H  -2.48  2.99  3.25
H  -0.16  2.30  3.02
H  -1.17  -0.63  4.62
H  -1.53  -2.36  6.36
H  0.32  -3.91  7.03
H  2.64  -3.36  6.23
H  2.99  -1.65  4.45
H  0.88  1.02  5.09
H  1.94  2.95  6.16
H  3.63  4.34  4.88
H  3.78  4.00  2.41
H  2.68  2.04  1.33

=====

(4)
DFT (wB97M-V/def2-TZVPD) results for a molecular structure, C4H2N4 in a non-equilibrium geometry.

The calculation puts the frontier orbital gap at 7.824 eV. For the HOMO energy, the calculation gives -10.405 eV. The value obtained for the LUMO energy is -0.0948 Ha. Its net charge is 0. The calculation puts the energy above the lowest of the compared OMol25 structures with the same formula, charge and spin at 205.1 kcal/mol.

CARTESIAN COORDINATES (ANGSTROEM)
C  1.57  0.91  0.04
C  -0.06  -0.82  0.51
C  -1.71  -0.91  0.11
C  0.00  0.67  0.36
H  2.31  1.84  0.70
H  -2.45  -1.75  0.27
N  2.19  -0.18  -0.10
N  1.09  -1.37  -0.41
N  -2.11  0.27  -0.17
N  -0.98  1.39  -0.32

=====

These records have electronic energy values of -78525.4477 -29577.8741 -66280.7264 -10130.9336 eV, in the order they appear.